(1)
{"formula": "C30H26AsNO2P2ReS4", "method": "the ωB97M-V functional and the def2-TZVPD basis", "charge": 3, "orbital_gap_ev": 5.46, "total_energy_ev": -161975.2095, "spin_multiplicity": 1, "lumo_energy_ha": -0.4176, "species": ["Re", "C", "P", "C", "C", "C", "C", "C", "C", "C", "C", "C", "C", "C", "C", "C", "C", "C", "C", "C", "P", "C", "C", "C", "C", "C", "C", "C", "C", "C", "C", "C", "C", "N", "H", "H", "H", "H", "H", "H", "H", "H", "H", "H", "H", "H", "H", "H", "H", "H", "H", "H", "H", "H", "H", "H", "H", "H", "H", "H", "S", "As", "S", "S", "S", "O", "O"], "positions_angstrom": [[-0.260, 0.544, 0.056], [2.114, -0.577, -2.098], [0.319, -0.390, -2.191], [-0.547, -1.932, -2.326], [0.026, -3.125, -1.869], [-0.695, -4.303, -1.955], [-1.985, -4.293, -2.470], [-2.567, -3.105, -2.900], [-1.857, -1.921, -2.828], [-0.094, 0.674, -3.570], [-0.264, 0.015, -4.796], [-0.445, 0.760, -5.951], [-0.459, 2.147, -5.893], [-0.277, 2.799, -4.680], [-0.090, 2.068, -3.518], [2.614, 0.356, -1.052], [3.853, 0.842, -0.806], [3.806, 1.553, 0.445], [2.540, 1.487, 0.906], [1.916, 1.921, 2.193], [0.608, 0.699, 2.381], [-0.907, 1.226, 3.119], [-1.912, 0.269, 3.350], [-3.125, 0.671, 3.880], [-3.337, 2.010, 4.190], [-2.340, 2.962, 3.966], [-1.130, 2.581, 3.419], [1.212, -0.835, 3.011], [2.158, -1.570, 2.280], [2.707, -2.706, 2.842], [2.324, -3.109, 4.118], [1.392, -2.378, 4.842], [0.825, -1.239, 4.296], [1.746, 0.753, -0.017], [2.517, -0.350, -3.086], [2.364, -1.614, -1.866], [1.029, -3.151, -1.463], [-0.248, -5.231, -1.626], [-2.542, -5.219, -2.540], [-3.571, -3.106, -3.304], [-2.304, -1.000, -3.183], [-0.256, -1.065, -4.857], [-0.575, 0.252, -6.897], [-0.602, 2.722, -6.798], [-0.263, 3.880, -4.643], [0.099, 2.588, -2.591], [4.729, 0.694, -1.418], [4.641, 2.032, 0.934], [1.513, 2.935, 2.179], [2.614, 1.830, 3.027], [-1.744, -0.779, 3.132], [-3.898, -0.061, 4.070], [-4.280, 2.317, 4.624], [-2.502, 3.995, 4.243], [-0.361, 3.325, 3.260], [2.466, -1.251, 1.292], [3.441, -3.279, 2.291], [2.760, -4.000, 4.551], [1.107, -2.692, 5.838], [0.114, -0.664, 4.873], [-3.347, 4.382, -1.612], [-2.362, 2.920, -0.397], [-2.578, 0.778, -0.590], [-0.217, 2.906, 0.002], [-3.733, 4.269, 0.542], [-0.698, -1.104, 0.564], [-1.184, -2.113, 1.077]], "nbo_charge": [0.63, -0.78, 1.39, -0.50, -0.11, -0.20, -0.12, -0.19, -0.18, -0.47, -0.17, -0.18, -0.12, -0.21, -0.14, 0.10, -0.19, -0.18, 0.08, -0.79, 1.51, -0.53, -0.10, -0.21, -0.11, -0.19, -0.16, -0.51, -0.18, -0.18, -0.11, -0.20, -0.10, -0.53, 0.31, 0.28, 0.21, 0.25, 0.25, 0.25, 0.24, 0.24, 0.26, 0.25, 0.24, 0.20, 0.27, 0.27, 0.28, 0.31, 0.23, 0.26, 0.26, 0.26, 0.24, 0.22, 0.25, 0.26, 0.26, 0.23, 0.03, 0.93, -0.22, -0.21, 0.01, -0.06, -0.13]}

***

(2)
{"formula": "C5H12O2", "method": "the ωB97M-V functional and the def2-TZVPD basis", "de_lowest_kcal_mol": 84.81, "orbital_gap_ev": 10.46, "total_energy_ev": -9471.4581, "spin_multiplicity": 1, "lumo_energy_ha": 0.0182, "species": ["C", "C", "C", "O", "C", "C", "O", "H", "H", "H", "H", "H", "H", "H", "H", "H", "H", "H", "H"], "positions_angstrom": [[-0.555, -2.349, -1.245], [0.379, -1.278, -0.706], [-0.368, -0.073, -0.163], [-1.269, -0.369, 0.864], [0.729, 0.929, 0.467], [0.017, 2.209, 0.302], [0.878, 0.766, 1.837], [-1.262, -2.655, -0.469], [-1.133, -1.977, -2.101], [0.006, -3.229, -1.573], [0.994, -1.662, 0.118], [1.071, -0.934, -1.489], [-0.972, 0.372, -0.985], [-0.713, -0.286, 1.663], [1.677, 0.859, -0.098], [-1.005, 2.151, 0.679], [0.588, 2.894, 1.497], [0.088, 2.665, -0.701], [0.850, 1.967, 2.102]], "nbo_charge": [-0.61, -0.42, 0.11, -0.73, 0.01, -0.40, -0.73, 0.22, 0.20, 0.21, 0.20, 0.20, 0.17, 0.49, 0.17, 0.22, 0.05, 0.22, 0.41]}